1.
14
Properties=species:S:1:pos:R:3:forces:R:3 method="wB97M-V/def2-TZVPD" s2=0.759 homo_lumo_gap_ev="5.84 / 7.23" multiplicity=2 total_charge=+1
O -0.904283 0.937796 -0.608033 -0.28 0.09 -1.28
C -1.716854 0.654692 0.321234 1.03 -1.65 1.73
C -2.233727 -0.483049 0.880236 -0.53 1.43 -0.75
Li 0.796925 1.749025 -0.298376 -0.46 -0.13 0.16
Cu -0.553017 -0.655729 -1.925062 0.04 0.21 0.72
H -2.940561 -1.055835 0.263250 0.52 -0.30 -0.05
H -2.447541 -0.505398 1.949335 -0.14 0.22 -0.30
C 1.938500 -0.828550 -0.198810 -0.13 -2.66 1.94
C 1.282711 -2.020696 -0.000279 1.27 1.76 -0.18
O 1.641659 0.251811 0.615577 -0.21 0.78 -0.42
H 2.966296 -0.749555 -0.559795 -0.53 0.02 -0.63
H 1.805492 -2.951648 -0.222221 -0.51 0.24 -0.57
H 0.412533 -2.036796 0.659736 0.09 -0.08 -0.26
H 1.202560 -0.064767 1.417579 -0.15 0.06 -0.12



2.
13
Properties=species:S:1:pos:R:3:forces:R:3 method="wB97M-V/def2-TZVPD" smiles=CC[C@@](O)(S)Cl homo_lumo_gap_ev=10.34
C 1.545110 0.045564 -0.190708 -3.52 -0.09 0.72
C 0.212484 -0.613532 -0.598670 0.73 0.74 -2.14
C -1.032892 0.071023 0.040505 1.57 -1.65 3.07
O -0.748025 0.113334 1.694342 0.16 -2.07 -3.68
S -1.209474 1.781878 -0.335334 -0.70 0.29 -0.05
Cl -2.446897 -0.981790 -0.317855 0.23 0.56 0.43
H 2.148243 -0.002255 -0.973172 3.07 -0.76 -3.34
H 1.924413 -0.430514 0.629147 1.28 -1.12 2.16
H 1.507524 1.072217 -0.007186 -0.63 1.69 0.63
H 0.341995 -1.712962 -0.510112 -0.87 0.60 0.84
H 0.214785 -0.581289 -1.756789 -0.79 0.50 1.68
H -0.207206 -0.729780 1.793222 -1.07 1.43 0.11
H -2.250061 1.968110 0.532607 0.54 -0.13 -0.43



3.
14
Properties=species:S:1:pos:R:3:forces:R:3 method="wB97M-V/def2-TZVPD" smiles="C=C1OC=C[C@H]1C=S" homo_lumo_gap_ev=8.03
C -1.191522 1.760036 -0.230300 -4.71 -4.02 -1.21
C -0.668520 0.488702 -0.272785 -3.75 3.53 0.02
C -0.990688 -1.677222 -0.332975 2.68 -3.96 1.78
C 0.271579 -1.541527 0.164863 -2.92 0.27 -1.90
C 0.527964 -0.087980 0.310103 2.48 -1.95 -3.44
C 1.900338 0.505306 -0.007963 -2.59 0.85 -0.26
H -2.420254 2.108972 -0.291978 3.85 -1.69 -0.42
H -0.658937 2.510378 0.117838 2.79 3.36 1.52
H -1.606048 -2.640706 -0.373516 0.87 1.81 -0.29
H 0.886593 -2.238603 0.591213 1.27 -1.82 0.68
H 0.559756 -0.057814 1.301466 -0.35 1.24 4.74
H 1.670159 1.562449 0.127181 1.17 0.51 -0.13
O -1.533015 -0.537116 -0.642979 -1.59 2.32 -0.99
S 3.252596 -0.154876 -0.460167 0.79 -0.44 -0.11



4.
57
Properties=species:S:1:pos:R:3:forces:R:3 method="wB97M-V/def2-TZVPD" homo_lumo_gap_ev=6.56
Ti 0.024439 -0.177133 -0.107782 -0.70 -0.62 1.80
C 1.456239 2.511667 2.779418 -0.47 0.15 0.19
O 2.694539 2.087467 2.231318 0.32 -0.22 -0.43
C 2.874339 2.201967 0.883518 -0.24 -0.09 -0.04
C 4.101539 2.650267 0.421918 -0.25 -0.06 0.09
C 4.356839 2.793467 -0.936582 0.00 0.01 -0.05
C 3.400539 2.441067 -1.860682 -0.10 -0.05 -0.01
C 2.182439 1.892367 -1.441282 0.05 0.05 0.71
C 1.174439 1.489367 -2.384782 -0.51 -0.11 -0.12
N 0.220939 0.728067 -1.974082 0.45 0.19 0.05
N -0.892661 0.459967 -2.686182 -0.94 0.05 -0.66
C -1.870461 0.119267 -1.877782 0.38 0.67 -1.81
O -1.722661 0.077767 -0.589082 -1.30 0.11 0.19
C -3.187561 -0.078633 -2.492982 -0.40 -0.12 0.07
C -3.313261 -0.016833 -3.881182 0.06 -0.06 0.13
C -4.559461 -0.084533 -4.469682 -0.02 -0.03 -0.01
C -5.693461 -0.214433 -3.680282 0.02 0.04 0.07
C -5.568061 -0.311233 -2.303082 -0.16 -0.01 -0.04
C -4.322661 -0.248933 -1.704682 0.27 0.00 0.01
C 1.893639 1.786767 -0.050182 1.68 1.03 -0.38
O 0.742739 1.316467 0.374918 0.90 2.30 0.85
H 1.498639 2.270867 3.839718 0.03 0.11 -0.08
H 0.598039 1.996467 2.337118 0.28 0.15 0.26
H 1.342939 3.590767 2.644618 -0.01 0.03 0.01
H 4.861039 2.888667 1.148518 0.04 0.10 0.15
H 5.308739 3.195467 -1.252782 0.03 -0.04 -0.06
H 3.585839 2.565267 -2.918982 0.01 -0.04 -0.06
H 1.192139 1.893667 -3.401182 -0.18 -0.17 0.13
H -2.416761 0.095567 -4.468482 0.03 0.06 -0.12
H -4.648761 -0.024333 -5.543482 -0.02 0.01 -0.11
H -6.672461 -0.221733 -4.136882 -0.07 -0.08 -0.03
H -6.449161 -0.424133 -1.690782 -0.10 -0.01 0.07
H -4.221361 -0.320033 -0.630082 0.02 0.03 0.01
N -0.469661 -2.709633 -3.120682 -0.02 -0.06 -0.49
C 0.280939 -3.813633 -2.543582 0.23 -0.18 0.03
C 1.475139 -3.232933 -1.779682 -0.42 0.15 -0.08
C 0.977639 -2.059833 -0.974982 1.62 -1.70 -0.97
O -0.183861 -2.060633 -0.501982 -0.60 -1.22 0.05
O 1.713239 -1.056033 -0.773282 0.33 0.12 -0.31
H -1.356361 -3.022333 -3.495782 0.05 0.09 -0.05
H 0.055139 -2.260633 -3.863982 -0.13 -0.06 -0.07
H 0.645339 -4.539433 -3.288482 -0.09 0.03 0.24
H -0.371161 -4.331733 -1.835582 0.06 0.01 -0.13
H 2.253839 -2.873833 -2.455882 0.01 -0.04 0.10
H 1.912339 -3.965733 -1.095982 0.03 0.06 -0.04
Te 0.626139 -1.380333 2.194018 -0.27 -0.51 1.69
C 0.496939 -0.534033 4.182818 0.11 -0.01 -0.62
C -0.714961 -0.567933 4.857618 -0.31 -0.17 -0.41
C -0.795961 -0.242233 6.197618 -0.07 0.01 0.24
C 0.339539 0.136367 6.892118 -0.02 0.04 0.04
C 1.549639 0.194867 6.223518 0.11 0.01 0.17
C 1.629239 -0.140833 4.883618 0.19 -0.09 -0.29
H -1.602661 -0.885433 4.325618 -0.04 -0.01 0.03
H -1.742161 -0.319133 6.714118 -0.10 0.06 -0.01
H 0.284539 0.370867 7.945818 0.00 0.03 0.05
H 2.443939 0.476067 6.759618 0.11 0.06 0.02
H 2.581939 -0.112533 4.375318 0.12 0.02 -0.02



5.
9
Properties=species:S:1:pos:R:3:forces:R:3 method="wB97M-V/def2-TZVPD" smiles="O=C1[C@H]2C[C@@H]12" homo_lumo_gap_ev=10.38
C -1.289874 0.069213 0.007745 -1.58 -2.20 1.38
C 0.982773 -0.052455 0.546918 -0.91 -0.30 -2.67
C -0.128614 0.863231 -0.086638 1.85 1.09 -1.46
C -0.057428 -0.751770 -0.288829 -1.36 1.52 1.68
O -2.518707 -0.008408 0.088335 2.87 0.53 -0.58
H 2.040832 -0.142047 0.171404 -1.36 0.72 0.02
H 0.914425 -0.259491 1.559687 -0.14 0.10 1.90
H -0.002410 1.651621 -0.880138 0.20 -0.82 1.14
H 0.059003 -1.369892 -1.118481 0.43 -0.64 -1.41



6.
64
Properties=species:S:1:pos:R:3:forces:R:3 method="wB97M-V/def2-TZVPD" smiles=COc1ccc(CN2CCC(CO)(Cc3cccc(C(F)(F)F)c3)CC2)cc1Cn1cccn1 homo_lumo_gap_ev=8.62
C -3.405428 -3.213004 -1.293779 -0.23 -0.04 -0.09
H -3.869765 -4.105711 -0.877625 -0.02 0.06 -0.05
O -2.125459 -3.142982 -0.707986 0.40 0.07 0.09
C -1.262032 -2.180984 -1.151354 0.24 0.09 -0.07
C -1.617257 -1.117551 -1.968486 -0.27 -0.20 0.07
C -0.654178 -0.222293 -2.403327 0.23 -0.08 0.03
C 0.675320 -0.367175 -2.041402 -0.02 0.01 -0.13
C 1.016549 -1.421383 -1.200873 -0.18 -0.01 -0.11
C 0.073003 -2.321543 -0.746302 -0.15 -0.13 0.07
C 0.441245 -3.503346 0.119981 -0.56 -0.07 -0.30
N 1.744273 -3.394891 0.707418 0.18 0.22 0.41
C 2.133132 -2.557244 1.689355 0.19 0.01 0.11
C 3.476800 -2.770997 1.889948 -0.12 0.11 0.05
C 3.810930 -3.768620 0.964278 -0.10 0.15 0.08
N 2.756078 -4.128773 0.259186 0.12 -0.60 -0.64
H 4.762439 -4.230298 0.790604 0.17 -0.12 -0.07
H 4.121292 -2.287478 2.595046 0.08 0.12 0.16
H 1.441841 -1.889258 2.160395 -0.18 0.16 0.08
H 0.442002 -4.411529 -0.491016 -0.01 0.06 0.21
H -0.315984 -3.622377 0.901707 0.15 -0.07 -0.05
H 2.051632 -1.558138 -0.923580 0.16 -0.05 0.07
C 1.745970 0.550187 -2.589947 0.01 0.07 0.00
N 2.064317 1.754795 -1.852216 -0.02 -0.02 -0.11
C 2.716322 1.596862 -0.571333 0.21 -0.01 0.20
C 1.759192 1.493857 0.625740 0.07 0.22 -0.22
H 2.349487 1.441194 1.542298 0.03 -0.06 0.15
H 1.175639 0.575207 0.532494 0.04 -0.03 0.07
C 0.792134 2.681399 0.690380 0.02 0.08 0.13
C 0.103362 2.804951 -0.675901 0.26 -0.01 -0.04
C 1.085087 2.813470 -1.859793 -0.11 0.09 0.05
H 0.514493 2.753007 -2.789691 0.06 0.08 -0.02
H 1.631909 3.765441 -1.886920 -0.15 0.05 -0.09
H -0.559718 1.944956 -0.795432 -0.04 0.05 -0.02
H -0.505694 3.712068 -0.712021 -0.11 0.06 0.02
C 1.491992 3.989633 1.145630 -0.55 -0.22 0.27
O 2.637415 4.407996 0.455907 0.39 0.22 -0.44
H 2.393184 4.681885 -0.434640 0.05 0.01 0.12
H 0.740021 4.794133 1.148013 0.00 -0.09 0.07
H 1.836250 3.851726 2.175182 -0.14 -0.02 -0.01
C -0.279575 2.451160 1.793215 0.26 0.10 -0.24
C -1.139620 1.233767 1.648774 -0.13 0.05 0.01
C -2.361925 1.299400 0.993995 0.00 -0.21 0.09
C -3.190806 0.186851 0.943695 -0.10 -0.07 0.03
C -2.813245 -1.012274 1.528568 -0.13 0.18 -0.08
C -1.589505 -1.083098 2.170319 0.02 -0.04 0.03
C -0.768784 0.027412 2.234820 -0.08 -0.02 -0.03
H 0.164763 -0.023901 2.775961 0.12 0.00 0.06
H -1.291994 -2.005730 2.644846 0.05 -0.11 0.06
H -3.468832 -1.867864 1.500183 -0.05 -0.06 -0.02
C -4.519617 0.330796 0.262716 -0.26 0.05 -0.16
F -4.401556 0.453190 -1.077224 0.19 0.04 -0.16
F -5.339797 -0.712192 0.462650 0.05 -0.25 0.17
F -5.188733 1.422936 0.669294 0.08 0.16 0.14
H -2.692238 2.226387 0.549093 -0.01 0.13 -0.03
H -0.925940 3.331620 1.816883 0.00 0.06 0.09
H 0.239362 2.390425 2.752287 -0.01 0.07 0.07
H 3.341796 0.703118 -0.610201 0.05 -0.01 -0.02
H 3.372447 2.459812 -0.423753 0.01 -0.23 0.06
H 2.677956 -0.017470 -2.676440 -0.07 -0.01 -0.08
H 1.454470 0.865588 -3.597122 0.05 -0.09 0.01
H -0.950864 0.582474 -3.060375 -0.02 0.11 -0.11
H -2.636819 -0.984543 -2.291222 -0.13 -0.02 0.01
H -3.338360 -3.311569 -2.381215 0.01 0.02 0.03
H -4.020395 -2.343495 -1.049690 0.03 0.01 0.00